A | Formula: C3H7N2O
Source: OMol25
Level of theory: wB97M-V/def2-TZVPD

The total charge is +1. The value obtained for the HOMO-LUMO gap is 0.430 Eh. As for the highest occupied orbital energy: -15.3098 eV. Its molecular weight is 87.1 g/mol.

```
13
Properties=species:S:1:pos:R:3:mulliken_charge:R:1
C -0.70448 2.32876 -1.19440 0.16
C 0.13286 0.03851 0.80579 0.05
C 0.62205 -1.04030 -1.24945 -0.83
N -0.43274 0.06311 1.97643 -0.33
N 0.15736 -1.04975 0.09035 -0.20
O -0.85303 3.42158 -1.37966 -0.12
H -0.23190 -1.10649 -1.87459 0.35
H 0.54705 0.90157 0.51432 0.52
H 1.28953 -0.22613 -1.65059 0.34
H 1.24287 -1.96530 -1.38992 0.29
H -0.50932 1.06442 2.43193 0.29
H -0.82999 -0.56688 2.56466 0.18
H -0.43027 -1.86311 0.35514 0.29
```

B | Formula: C3H7N2O
Source: OMol25
Level of theory: wB97M-V/def2-TZVPD

The total charge is +1. The value obtained for the HOMO-LUMO gap is 0.374 Eh. As for the highest occupied orbital energy: -14.1824 eV. Its molecular weight is 87.1 g/mol.

```
13
Properties=species:S:1:pos:R:3:mulliken_charge:R:1
C 1.73546 0.68978 0.11632 -0.03
C -0.14095 -0.29515 -0.47688 0.11
C -1.40010 -0.50988 0.35653 -1.09
N 2.02873 -0.61988 0.16301 -0.02
N 0.56545 0.95017 -0.33535 -0.03
O 0.84204 -1.26688 -0.14195 -0.24
H 2.25429 1.58677 0.31824 0.42
H -0.55062 -0.45561 -1.80312 0.28
H -1.78243 -1.39966 -0.03221 0.35
H -2.14853 0.34480 0.31512 0.34
H -1.04452 -0.87683 1.37189 0.31
H 2.67402 -1.22086 0.66347 0.30
H 0.17460 1.93596 -0.55863 0.31
```

C | Formula: C3H7N2O
Source: OMol25
Level of theory: wB97M-V/def2-TZVPD

The total charge is +1. The value obtained for the HOMO-LUMO gap is 0.426 Eh. As for the highest occupied orbital energy: -15.6446 eV. Its molecular weight is 87.1 g/mol.

```
13
Properties=species:S:1:pos:R:3:mulliken_charge:R:1
C 2.04398 0.13348 -0.08662 0.10
C -1.32639 -0.29553 -0.63209 -0.40
C -0.73126 0.35589 0.58018 0.23
N 1.11495 0.90381 0.28592 -0.27
N -0.69281 -0.99082 0.45454 -0.48
O 1.91628 -1.07759 -0.42779 -0.36
H 3.10443 0.48231 -0.16865 0.37
H -2.35548 -0.07226 -0.67642 0.32
H -0.84763 -0.37261 -1.68872 0.21
H -1.19950 0.96684 1.30828 0.43
H 1.19503 1.88869 0.53533 0.24
H -1.13569 -1.51008 1.10585 0.21
H 1.02401 -1.21612 -0.48647 0.41
```

Each structure's energy above the most stable one, in kcal/mol: A 0.0; B 65.0; C 59.7.

A | Formula: H22O11
Source: OMol25
Level of theory: wB97M-V/def2-TZVPD

The value obtained for the HOMO-LUMO gap is 0.378 Eh. As for the highest occupied orbital energy: -10.2394 eV. As for the SMILES: O.O.O.O.O.O.O.O.O.O.O. Its molecular weight is 198.2 g/mol.

```
33
Properties=species:S:1:pos:R:3:mulliken_charge:R:1
H -0.63849 1.34125 0.02064 0.35
H 0.09116 0.70746 1.20855 0.28
H -0.93131 0.29015 -2.47748 0.27
H 0.11533 0.84142 -1.63105 0.15
H 1.51890 -3.39563 0.77674 0.28
H 0.93363 -3.36251 -0.53437 0.30
H -1.85382 -1.06551 -1.83886 0.26
H -2.94043 -2.22643 -1.56828 0.32
H 4.32066 1.56690 -1.12447 0.26
H 4.28496 0.06154 -1.39118 0.33
H -5.29913 -1.41799 0.13576 0.33
H -3.85978 -1.69981 0.15843 0.28
H -1.64267 4.90073 1.50662 0.31
H -2.85911 5.36705 2.27042 0.30
H -1.00432 -2.62983 1.67515 0.27
H -2.60292 -2.45104 1.84471 0.32
H 3.08471 -1.35108 3.77900 0.31
H 3.67679 -1.18321 2.43251 0.30
H 1.41415 3.56175 0.04607 0.30
H 0.22958 3.09073 -0.71377 0.31
H 2.65466 -1.01269 -1.02555 0.35
H 1.78582 -0.03761 -1.97671 0.35
O -0.29672 1.50412 0.82809 -0.59
O -0.44221 1.10675 -2.31581 -0.53
O 1.31164 -2.76717 0.11843 -0.56
O -2.51496 -1.72612 -2.22298 -0.58
O 3.80794 0.71998 -0.90345 -0.60
O -4.63617 -2.14930 0.02302 -0.62
O -2.61927 4.96494 1.48263 -0.61
O -1.76837 -2.26581 1.28733 -0.58
O 3.13699 -1.77122 2.90954 -0.61
O 1.18017 3.27105 -0.81917 -0.59
O 2.36259 -0.78287 -1.96050 -0.69
```

B | Formula: H22O11
Source: OMol25
Level of theory: wB97M-V/def2-TZVPD

The value obtained for the HOMO-LUMO gap is 0.358 Eh. As for the highest occupied orbital energy: -10.3908 eV. As for the SMILES: O.O.O.O.O.O.O.O.O.O.O. Its molecular weight is 198.2 g/mol.

```
33
Properties=species:S:1:pos:R:3:mulliken_charge:R:1
H -0.19523 -0.24034 1.22070 0.18
H -0.87079 -1.50891 0.72633 0.40
H -3.49055 1.59371 -2.78636 0.30
H -2.07411 1.13268 -2.48436 0.27
H 3.75888 -0.41398 -0.72970 0.28
H 3.69357 -1.92954 -0.82384 0.35
H 0.91014 -2.27021 0.03665 0.31
H 0.92681 -3.77297 0.26353 0.27
H -5.15993 0.50541 1.58800 0.32
H -6.14252 -0.65157 1.66506 0.31
H -3.03386 -1.04536 -2.25334 0.34
H -1.62721 -1.46346 -2.64904 0.27
H -1.11846 1.96743 1.46344 0.30
H 0.08930 1.98758 0.54097 0.28
H 2.27769 3.63739 1.01033 0.35
H 2.26973 2.36224 1.83734 0.30
H 1.61035 -0.98071 -2.34103 0.26
H 2.40468 -2.22416 -2.70560 0.29
H 1.45339 -2.65322 3.07766 0.32
H 1.03116 -1.19742 2.96621 0.32
H 2.51244 3.11438 -1.15656 0.32
H 1.57027 4.18983 -0.64104 0.33
O -1.05694 -0.66758 1.15820 -0.53
O -2.83511 1.56465 -2.08028 -0.59
O 4.01670 -1.21626 -0.26187 -0.61
O 0.37664 -2.99156 0.38882 -0.64
O -5.33287 -0.31427 2.06466 -0.62
O -2.44695 -1.80949 -2.27852 -0.59
O -0.86180 2.14345 0.55123 -0.57
O 1.86367 3.23461 1.78191 -0.62
O 2.40230 -1.47436 -2.09997 -0.60
O 1.37327 -1.84351 3.59432 -0.60
O 1.70532 3.23550 -0.64384 -0.66
```

C | Formula: H22O11
Source: OMol25
Level of theory: wB97M-V/def2-TZVPD

The value obtained for the HOMO-LUMO gap is 0.380 Eh. As for the highest occupied orbital energy: -10.7051 eV. As for the SMILES: O.O.O.O.O.O.O.O.O.O.O. Its molecular weight is 198.2 g/mol.

```
33
Properties=species:S:1:pos:R:3:mulliken_charge:R:1
O -0.20443 0.38737 4.05565 -0.58
H 0.48228 -0.10776 4.48437 0.37
H -0.00909 0.02335 3.21723 0.24
O 0.13475 0.59303 -0.56538 -0.69
H 0.13097 0.37731 0.37176 0.24
H -0.08968 -0.22863 -0.98650 0.39
O 1.16258 -0.58911 1.81069 -0.55
H 1.90950 -0.48683 1.21058 0.29
H 1.39800 -1.02350 2.65213 0.22
O 0.43739 -2.64587 -0.39019 -0.47
H 0.44507 -3.57433 -0.35591 0.21
H 1.25870 -2.54314 -0.79674 0.26
O 1.97778 2.00059 2.78597 -0.64
H 1.56305 1.17459 2.59135 0.42
H 1.46615 2.60726 2.22697 0.32
O -1.55877 -1.46974 1.47606 -0.67
H -0.73580 -1.77784 1.08933 0.41
H -1.28261 -0.57686 1.66191 0.24
O -1.07914 1.44029 1.69505 -0.55
H -1.09524 1.90214 2.55764 0.27
H -1.42517 2.10084 1.09756 0.25
O 2.33933 0.96991 -2.29047 -0.65
H 2.18943 0.68200 -3.16714 0.32
H 1.52477 0.87696 -1.80706 0.37
O -0.07860 0.60395 -4.46156 -0.67
H 0.07251 -0.02839 -5.16559 0.26
H -0.47995 0.04038 -3.78169 0.50
O -1.09460 -1.03218 -2.77635 -0.70
H -1.69395 -1.43711 -2.16453 0.30
H -0.69574 -1.67913 -3.46292 0.27
O -2.36466 1.27122 -1.26589 -0.65
H -3.09148 1.01341 -0.68671 0.31
H -1.51335 1.13582 -0.85963 0.36
```

D | Formula: H22O11
Source: OMol25
Level of theory: wB97M-V/def2-TZVPD

The value obtained for the HOMO-LUMO gap is 0.369 Eh. As for the highest occupied orbital energy: -10.5211 eV. As for the SMILES: O.O.O.O.O.O.O.O.O.O.O. Its molecular weight is 198.2 g/mol.

```
33
Properties=species:S:1:pos:R:3:mulliken_charge:R:1
O -1.70958 -4.41153 -0.80216 -0.64
H -1.35920 -3.60329 -0.41816 0.37
H -2.64954 -4.38099 -0.60270 0.29
O -1.28996 1.13148 -0.68861 -0.60
H -1.01807 1.86355 -1.26743 0.26
H -2.22341 1.29048 -0.50301 0.29
O 3.18232 2.60077 0.72361 -0.63
H 2.42973 2.40486 0.16137 0.29
H 2.84266 2.50665 1.61978 0.32
O 1.34251 -2.58763 -2.05614 -0.63
H 0.88559 -2.45451 -2.89298 0.30
H 1.19870 -1.76720 -1.55359 0.39
O -2.65682 -1.79993 0.41353 -0.60
H -1.75737 -1.67925 0.74388 0.18
H -3.12678 -2.22165 1.14418 0.34
O 2.39900 1.28695 -2.00525 -0.67
H 2.46000 0.58225 -1.33795 0.30
H 2.24245 0.82367 -2.83639 0.30
O -1.59592 0.78243 2.39727 -0.57
H -1.93202 0.35907 1.59678 0.28
H -1.38930 0.06066 3.00126 0.29
O -0.02198 -2.64604 1.40580 -0.56
H 0.03906 -2.04359 2.16051 0.29
H 0.47933 -3.42685 1.67900 0.24
O 0.97687 -0.47662 -0.11458 -0.65
H 0.29385 0.22930 -0.14598 0.39
H 0.57502 -1.23613 0.34971 0.33
O 0.50686 3.25392 -1.13736 -0.60
H 0.31890 3.87981 -1.84688 0.27
H 1.10299 2.58388 -1.53208 0.39
O -0.19510 3.39386 1.60390 -0.62
H -0.14373 3.14672 0.66170 0.34
H -0.20705 2.55489 2.07899 0.30
```

Each structure's energy above the most stable one, in kcal/mol: A 58.8; B 48.7; C 27.2; D 0.0.